62
Properties=species:S:1:pos:R:3 method="wB97M-V/def2-TZVPD" total_charge=-2 total_energy_ev=-43674.346 e_homo_ev=-3.0 relative_energy_ev=1.7491
O 0.60910 1.27477 0.78558
C -0.07690 0.11477 0.40958
C 0.88810 -0.56723 -0.51742
O 0.47810 -1.91223 -0.64242
H -1.04390 0.26977 0.01758
H -0.21790 -0.41523 1.34458
H 1.90510 -0.59923 -0.21142
H 0.80710 -0.10923 -1.48142
O -3.10090 0.71977 -2.21242
H -3.52290 0.82077 -1.34342
H -3.47690 1.35177 -2.80342
O 2.15810 2.83977 -0.61942
H 1.49610 2.43477 0.03158
H 2.98110 2.68577 -0.12142
O 0.81910 2.47177 3.16658
H 0.76810 1.98277 2.31658
H 0.20810 3.18277 3.22858
O 1.75010 -1.67323 -3.09542
H 1.43610 -0.77823 -3.35842
H 1.41710 -1.66123 -2.18342
O 3.32410 0.44177 -1.94142
H 3.04210 1.34877 -1.70742
H 2.55010 -0.08723 -1.66942
O -1.71290 -2.45123 0.75158
H -0.98090 -2.11823 0.22158
H -2.48290 -2.73023 0.24558
O -0.11190 4.38777 0.71058
H 0.80910 4.69177 0.89858
H -0.07890 3.78177 0.02158
O -0.95790 2.39477 -1.28742
H -0.60490 1.67977 -0.74342
H -1.74190 1.88677 -1.60442
O -4.21290 0.94277 0.27058
H -4.83590 0.27177 0.27058
H -3.70690 0.66577 1.02758
O 1.07510 -2.52923 1.87058
H 0.62210 -2.43423 1.03558
H 0.68810 -3.40823 2.11558
O 0.74110 -0.47523 3.95658
H 0.63010 -0.56623 3.00658
H 0.88310 -1.40423 4.19958
O 3.05610 0.66977 1.75358
H 2.18410 0.74477 1.35058
H 3.33210 -0.06023 1.27558
O 2.95110 -3.11523 -0.22742
H 3.49410 -2.40823 0.09958
H 2.06310 -2.63223 -0.31942
O -2.95490 -0.49123 2.29058
H -2.41490 -0.65123 3.06258
H -2.64390 -1.07523 1.64958
O -1.56890 -1.37323 -2.26942
H -2.15790 -0.62223 -2.14442
H -0.81190 -1.25123 -1.65942
O -1.81490 2.48477 1.62958
H -1.36490 3.33877 1.46858
H -1.27090 1.73377 1.35758
O 0.00710 0.19177 -3.80742
H -0.51190 -0.49123 -3.43342
H 0.13910 0.78977 -3.11642
O 0.15910 -4.48023 -0.82342
H 0.20410 -3.50423 -0.88542
H 0.70610 -4.52023 -1.61142